No. 1
This record from OMol25 describes a 10-piece molecular cluster, H20N2O11 overall in a non-equilibrium geometry. The level of theory is ωB97M-V/def2-TZVPD.

Each line ends with the Mulliken charge.
Atoms and positions in Å:
O (3.46361, 1.41682, -2.38394)  -0.654
O (-2.87839, 1.20482, -1.92094)  -0.657
O (-2.02439, -0.19218, 3.08906)  -0.537
O (-2.91139, 2.04382, 1.10106)  -0.673
O (1.17661, -1.10018, 3.84106)  -0.641
O (-2.84339, -1.23818, 0.17606)  -0.610
O (2.11861, -2.30618, 0.25206)  -0.552
O (1.38061, 0.50482, -0.57894)  -0.699
O (0.70961, -0.24218, 1.31106)  -0.696
O (-0.71039, 0.14382, -0.25794)  -0.457
O (3.85861, -0.09218, 1.06106)  -0.666
N (0.46661, 0.24882, 0.19306)  0.640
N (-0.22239, 0.16382, -3.46694)  -0.316
H (0.49061, -0.03118, -2.81594)  0.215
H (2.91361, -0.05518, 0.68306)  0.345
H (-0.63339, 1.09382, -3.35594)  0.295
H (1.45761, -1.78818, 0.85306)  0.340
H (-1.03239, -0.50718, -3.43794)  0.370
H (2.77461, 1.08082, -1.67894)  0.495
H (-2.13339, 2.61582, 1.03506)  0.309
H (3.70461, -0.43818, 2.00806)  0.342
H (0.98661, -1.02518, 2.90806)  0.356
H (-1.59939, 0.25382, 3.70906)  0.295
H (-2.00639, -0.89618, 0.16606)  0.317
H (0.03361, 0.09582, -4.35694)  0.383
H (0.58961, -2.01118, 4.05806)  0.346
H (-1.46039, -0.88918, 2.71106)  0.257
H (-2.84339, 1.10182, 1.19706)  0.365
H (3.31061, 2.41082, -2.44694)  0.305
H (-2.55439, 1.16282, -0.98394)  0.324
H (-2.51539, 2.07582, -2.34894)  0.289
H (-2.90939, -1.67418, -0.70694)  0.290
H (1.84261, -3.13118, 0.38806)  0.279

Cartesian forces, eV/Å:
-2.414 0.874 1.378
1.519 1.959 -1.196
-3.247 -3.588 -4.795
-1.163 1.841 -0.671
-2.563 -4.236 1.442
-3.858 -2.311 -1.199
-0.468 5.992 0.710
0.545 1.237 -0.521
-0.136 1.239 0.156
0.791 1.349 -0.037
-2.244 -0.481 1.529
-1.267 -3.382 -0.458
-4.472 -0.012 2.396
1.296 -0.275 1.578
2.269 -0.120 0.871
0.126 -0.114 0.678
1.914 -0.915 -1.569
0.812 0.687 0.949
2.172 1.199 -1.799
0.053 -1.351 0.311
0.325 0.794 -2.288
0.082 0.442 -0.420
3.373 2.888 4.231
3.656 1.557 0.236
2.320 -0.264 -4.870
2.539 3.745 -0.592
-0.170 0.738 0.477
1.156 -0.552 0.479
0.277 -2.021 0.341
-0.348 0.457 -0.942
-1.224 -2.280 1.823
-0.214 0.489 1.153
-1.438 -5.585 0.617

Properties
HOMO level = -9.86 eV
frontier orbital gap = 8.52 eV
molar mass = 224.163 g mol⁻¹
LUMO level = -0.0490 hartree
relative energy (zero: lowest compared OMol25 entry of this formula, charge and spin) = 179.9 kJ/mol

=====

No. 2
This record from OMol25 describes C11H24AlNO2PS as an isolated structure in a non-equilibrium geometry. The level of theory is ωB97M-V/def2-TZVPD.

Each line ends with the Mulliken charge.
Atoms and positions in Å:
S (3.37466, 2.69026, 1.74367)  -0.532
P (3.12148, 0.75183, 1.36834)  0.077
Al (1.57384, -0.44591, 2.73886)  0.079
O (-1.75472, -0.27058, -3.29024)  -0.337
O (-2.36533, 1.92202, -3.21767)  -0.597
N (0.00593, 0.51838, 3.09768)  -0.295
C (-0.32244, 2.92557, 3.31402)  -1.325
C (0.38150, -1.06402, -1.32000)  0.463
C (-0.35932, 0.03931, -3.43130)  -0.680
C (1.33180, -2.27682, 1.88585)  -0.991
C (-3.71957, 0.29756, -2.07019)  -1.059
C (0.45058, -1.10372, -2.84757)  -0.743
C (0.21535, -2.43823, 0.83059)  -0.560
C (-0.62670, 1.80369, 1.06989)  -0.754
C (-2.55252, 0.74920, -2.90289)  0.856
C (-0.25729, 1.61997, 2.53518)  0.565
C (0.72359, -2.38462, -0.62890)  -0.810
H (-1.36595, 2.60070, 0.98612)  0.479
H (-0.54187, -1.67525, 0.99614)  0.272
H (1.06805, -0.29554, -0.97806)  -0.171
H (-4.46325, -0.17170, -2.70721)  0.308
H (1.16936, -2.96712, 2.71181)  0.316
H (4.36550, 0.09687, 1.53852)  0.051
H (-4.16504, 1.17309, -1.61935)  0.331
H (2.34223, -0.67317, 4.13847)  -0.327
H (1.46987, -0.96147, -3.19807)  0.359
H (-0.10532, 0.24893, -4.46621)  0.404
H (-3.41208, -0.40333, -1.30431)  0.295
H (-0.63275, -0.80457, -1.04414)  -0.120
H (0.22734, 2.07725, 0.45959)  0.215
H (-1.09935, 0.89591, 0.71606)  0.031
H (0.06160, -2.05174, -3.21022)  0.368
H (-0.26102, -3.40942, 0.96530)  0.379
H (2.28877, -2.55345, 1.43605)  0.350
H (0.08307, 3.72136, 2.69057)  0.354
H (2.92764, 0.54891, -0.02293)  -0.006
H (0.28818, 2.85217, 4.20166)  0.290
H (0.22831, -3.16821, -1.19933)  0.473
H (1.79700, -2.54412, -0.63337)  0.298
H (-1.35617, 3.19036, 3.53269)  0.345
H (-0.13495, 0.93964, -2.86508)  0.350

Cartesian forces, eV/Å:
-0.039 0.354 -0.047
0.079 0.420 0.086
-1.196 -1.069 0.786
-0.266 0.312 0.562
-0.028 -1.942 0.579
1.055 0.469 -0.891
0.142 0.030 -0.463
0.462 -0.512 -0.326
0.483 0.077 -0.032
-0.054 0.727 -0.253
0.063 0.161 -0.214
-0.299 0.387 0.209
0.732 -0.360 0.098
-0.459 -0.056 0.274
0.169 1.647 -0.733
-0.227 -0.185 0.608
-0.696 0.576 0.256
0.003 0.190 -0.111
-0.290 0.077 -0.095
-0.148 0.348 0.247
-0.062 -0.188 -0.098
0.001 -0.085 0.190
-0.076 -0.200 -0.249
-0.079 0.148 0.098
0.261 0.129 -0.118
0.231 -0.251 -0.049
-0.206 -0.119 -0.255
0.087 -0.174 0.062
-0.254 0.233 0.169
0.271 0.005 -0.090
0.151 -0.284 -0.246
0.050 -0.174 -0.218
-0.221 -0.074 0.055
0.154 -0.241 0.027
0.052 0.142 -0.063
0.176 -0.169 0.017
-0.100 -0.066 0.339
0.132 -0.284 -0.133
0.198 -0.208 -0.187
-0.138 -0.014 0.202
-0.110 0.222 0.008

Properties
HOMO level = -4.10 eV
total charge = -1
frontier orbital gap = 6.83 eV
molar mass = 292.341 g mol⁻¹
LUMO level = 0.1004 hartree

=====

No. 3
This record from OMol25 describes C16H34As3NO8P2Sc as an isolated structure. The level of theory is ωB97M-V/def2-TZVPD.

Each line ends with the Mulliken spin population.
Atoms and positions in Å:
As (3.51727, -3.39753, -0.20964)  0.000
As (-0.64711, -0.48322, 1.89023)  0.001
As (-0.83184, -0.53942, -1.87473)  -0.003
Sc (-1.41220, 1.44766, 0.05129)  -0.066
P (-2.98072, 3.51591, -0.28584)  0.005
P (-4.12753, 1.19373, 0.80139)  -0.003
O (-2.39717, 2.76412, -1.46061)  0.014
O (-3.43378, 1.27762, 2.10712)  0.000
O (-3.47164, 4.97972, -0.53551)  0.001
O (-1.96059, 3.39761, 0.82529)  0.013
O (-4.30849, 2.71428, 0.19025)  0.002
O (-5.60088, 0.62998, 0.81779)  0.000
O (-3.32258, 0.43010, -0.23750)  -0.002
O (0.56853, 1.72691, -0.00468)  0.054
N (0.83559, 2.95489, -0.55687)  0.144
C (0.41334, 0.63557, 3.09561)  0.003
C (0.65916, -0.51865, -3.13928)  0.003
C (4.16573, -1.66304, 0.44794)  0.000
C (1.78896, 5.33100, -1.61944)  0.431
C (1.67000, 5.14397, -0.22482)  -0.128
C (0.01775, -3.86308, 0.79479)  0.000
C (-1.55402, -1.62987, 3.16696)  0.000
C (1.22438, 3.96987, 0.29601)  0.269
C (-2.32663, -1.02155, -3.00808)  0.000
C (3.33621, -4.26809, 1.54120)  0.000
C (1.68908, -2.89546, -0.81948)  -0.001
C (-0.70876, -2.23991, -0.89521)  0.000
C (1.03602, 3.05623, -1.91791)  0.301
C (1.48079, 4.23323, -2.44219)  -0.144
C (0.80782, -1.48936, 1.05834)  -0.003
C (0.45740, -2.59539, 0.05285)  -0.002
H (3.67820, -1.34113, 1.36576)  0.000
H (1.45509, -1.90425, 1.83409)  0.001
H (-0.79208, -3.03900, -1.64068)  0.000
H (0.77302, 2.18221, -2.49133)  0.039
H (-2.52237, -0.21065, -3.70775)  0.000
H (5.23691, -1.75172, 0.62578)  0.000
H (1.55038, -0.09869, -2.67618)  0.000
H (1.46994, 0.52493, 2.85434)  0.003
H (-3.99437, 5.10144, -1.33556)  0.000
H (-6.12360, 0.94166, 1.56398)  0.000
H (1.09959, 3.75309, 1.34423)  0.036
H (0.70425, -4.13405, 1.59214)  0.000
H (-2.10187, -1.93737, -3.55779)  0.000
H (2.78452, -3.68318, 2.27395)  0.000
H (-2.22506, -1.00397, 3.75310)  0.000
H (1.37030, -0.68575, 0.56939)  0.004
H (-0.04231, -4.70802, 0.10447)  0.000
H (1.93113, 5.93573, 0.46472)  -0.007
H (-2.13586, -2.40819, 2.67952)  0.000
H (1.92122, -2.01050, -1.42149)  0.001
H (0.87397, -1.52159, -3.50995)  0.001
H (2.87980, -5.25006, 1.43238)  0.000
H (0.38035, 0.11243, -3.98446)  0.003
H (-1.65527, -2.24467, -0.34019)  0.000
H (-3.20165, -1.15723, -2.37721)  0.000
H (-0.97253, -3.73887, 1.23529)  0.000
H (-0.80759, -2.08695, 3.81987)  0.000
H (2.14372, 6.26254, -2.03035)  0.041
H (0.14001, 1.68410, 2.99859)  -0.001
H (4.01129, -0.90496, -0.31996)  0.001
H (0.22743, 0.31419, 4.12111)  0.000
H (4.35356, -4.40804, 1.90884)  0.000
H (1.41730, -3.67602, -1.53678)  0.000
H (1.58850, 4.29474, -3.51712)  -0.009

Cartesian forces, eV/Å:
-0.023 0.027 -0.025
0.091 0.295 -0.094
0.077 0.148 0.191
0.370 0.594 -0.508
0.222 -0.787 0.214
0.557 -0.032 -0.091
-0.163 0.120 -0.134
-0.211 -0.021 0.172
0.006 0.119 0.051
-0.221 0.045 0.038
-0.309 0.220 -0.030
-0.179 0.055 -0.130
-0.074 0.062 0.147
0.014 -0.558 0.187
-0.407 0.142 0.215
0.016 -0.179 0.200
-0.115 -0.156 -0.087
-0.032 -0.004 -0.023
0.015 0.056 0.005
-0.011 -0.049 0.244
-0.082 -0.110 -0.042
0.150 -0.102 0.042
0.123 0.179 -0.074
0.128 -0.127 -0.174
0.008 -0.010 -0.012
0.105 0.037 -0.054
-0.082 -0.172 -0.117
0.174 0.078 -0.199
-0.051 -0.221 -0.134
0.051 -0.114 0.072
0.049 0.038 0.012
-0.016 -0.005 0.023
-0.002 0.023 0.021
-0.012 0.027 0.037
-0.005 0.031 -0.034
0.002 0.010 0.020
-0.002 0.009 0.010
-0.029 -0.007 0.056
-0.028 0.018 0.017
-0.012 -0.021 -0.074
0.021 0.026 0.087
-0.005 0.067 0.019
0.092 0.010 0.033
-0.068 0.036 0.000
-0.030 0.041 0.007
0.015 0.051 -0.061
-0.036 -0.016 -0.030
-0.008 0.018 -0.015
0.006 -0.002 -0.003
-0.008 0.047 -0.065
-0.035 -0.044 0.014
-0.016 0.035 0.013
-0.027 -0.008 0.007
-0.030 0.017 0.054
0.035 0.026 0.005
0.001 0.015 0.035
0.011 0.031 0.030
-0.077 -0.010 -0.023
0.003 0.009 -0.021
-0.064 -0.037 -0.042
0.012 0.009 -0.006
0.096 0.048 -0.012
-0.008 -0.013 0.000
0.022 -0.025 0.034
0.006 0.014 -0.002

Properties
HOMO level (alpha / beta) = -4.72 / -8.50 eV
2S+1 = 2
frontier orbital gap (alpha / beta) = 5.18 / 8.96 eV
molar mass = 700.117 g mol⁻¹
<S²> = 0.769
LUMO level (alpha / beta) = 0.0169 / 0.0169 hartree
relative energy (zero: lowest compared OMol25 entry of this formula, charge and spin) = 21.3 kJ/mol

=====

No. 4
This record from OMol25 describes an isolated ion of composition C4H7NO2 and charge -1 in a non-equilibrium geometry. The level of theory is ωB97M-V/def2-TZVPD.

Each line ends with the Mulliken spin population.
Atoms and positions in Å:
O (-1.95001, 1.76821, -0.39883)  -0.026
O (0.05350, -0.80352, 2.47347)  0.085
N (-0.05655, 0.24337, -1.87470)  -0.070
C (0.77575, -1.10503, 1.52508)  0.252
C (-0.32287, -0.05073, -0.45142)  0.232
C (0.99369, -0.32874, 0.26787)  0.286
C (-1.12280, 1.08110, 0.19426)  0.330
H (-1.02558, -0.90700, -0.36410)  0.088
H (0.20689, 1.21883, -1.91739)  -0.082
H (-0.85963, 0.15890, -2.48329)  -0.005
H (-1.05665, 0.99418, 1.30301)  0.054
H (1.53121, -1.00691, -0.38422)  -0.081
H (1.33990, 0.69176, 0.51565)  -0.094
H (1.49315, -1.95444, 1.59461)  0.029

Cartesian forces, eV/Å:
0.037 0.090 -0.040
-0.736 0.531 0.594
0.405 -0.436 -0.047
1.250 -0.835 -0.708
-0.813 1.012 -0.891
-2.137 -0.722 0.500
0.389 -0.918 0.807
0.405 -0.156 -0.156
0.085 0.163 -0.079
-0.262 -0.035 0.396
-0.156 0.500 -0.225
0.786 0.563 -0.224
0.855 0.283 -0.228
-0.109 -0.042 0.302

Properties
HOMO level (alpha / beta) = 0.22 / -4.59 eV
2S+1 = 2
total charge = -1
frontier orbital gap (alpha / beta) = 4.11 / 8.74 eV
molar mass = 101.105 g mol⁻¹
<S²> = 0.754
LUMO level (alpha / beta) = 0.1591 / 0.1526 hartree
relative energy (zero: lowest compared OMol25 entry of this formula, charge and spin) = 129.0 kJ/mol

=====

No. 5
This record from OMol25 describes a 2-piece molecular cluster, C5H15N3 overall in a non-equilibrium geometry. The level of theory is ωB97M-V/def2-TZVPD.

Each line ends with the Mulliken charge.
Atoms and positions in Å:
N (-1.22093, 0.22886, -0.47351)  -0.538
N (-2.49574, 0.94754, -0.56807)  -0.181
N (-2.30774, -1.92057, -0.01603)  -0.354
C (-2.85598, 1.49032, 0.81835)  -0.685
C (3.52429, 0.20037, -0.54531)  -0.574
C (2.65846, -0.56790, 0.83900)  -0.433
C (2.20553, -0.50713, -0.61572)  -0.275
C (-1.28817, -1.05250, -0.16877)  0.363
H (3.67439, 1.27540, -0.40970)  0.363
H (-3.91935, 1.31575, 0.95180)  0.375
H (-2.42270, 1.79949, -1.22524)  0.388
H (-2.19786, -2.87670, 0.31751)  0.261
H (-3.23614, 0.41087, -0.98876)  0.371
H (2.28565, -1.47126, -1.18589)  0.309
H (1.20291, -0.01801, -0.61857)  0.324
H (3.78748, -0.28178, 0.89715)  0.285
H (-2.56054, 2.60592, 0.90713)  0.306
H (-0.21708, -1.33183, -0.09696)  0.161
H (2.55552, -1.62378, 1.20455)  0.386
H (2.16049, 0.21754, 1.38435)  0.332
H (-2.40630, 0.79927, 1.52172)  0.274
H (-3.31451, -1.69221, -0.13636)  0.195
H (4.49625, -0.27378, -1.00570)  0.348

Cartesian forces, eV/Å:
-0.704 -0.597 -0.207
0.776 1.879 -0.123
-0.723 0.409 0.076
-0.350 0.783 -0.271
0.307 -1.168 -1.714
0.043 -0.879 0.324
0.523 0.136 -1.097
0.308 1.203 -0.570
-0.556 -0.276 0.489
-0.248 0.616 -0.119
0.485 -1.722 1.051
0.487 0.433 -0.228
-0.571 -0.531 -0.057
-0.255 1.012 0.749
1.297 0.165 -0.768
0.187 -0.208 0.374
-0.422 -2.178 -0.040
-1.210 -0.991 0.269
0.909 1.095 -0.080
0.027 -0.077 0.431
0.502 0.463 0.170
1.319 0.060 0.100
-2.132 0.373 1.238

Properties
HOMO level = -17.46 eV
total charge = +2
frontier orbital gap = 10.23 eV
molar mass = 117.196 g mol⁻¹
LUMO level = -0.2658 hartree
relative energy (zero: lowest compared OMol25 entry of this formula, charge and spin) = 525.1 kJ/mol